This record from the Open Molecules 2025 dataset describes a molecular structure, C2H3KO2P. The level of theory is wB97M-V/def2-TZVPD.

The geometry in XYZ format:
```
9
Properties=species:S:1:pos:R:3:forces:R:3:lowdin_charge:R:1
H -0.18921 -0.24519 -2.10097 0.0093 -0.1211 0.2354 0.16
O -1.29936 0.79010 0.47416 -0.3184 -0.4434 -0.0089 -0.31
C -0.09606 0.47659 0.12126 0.1039 0.5037 0.3189 -0.66
H 0.67191 1.29518 0.09748 0.0296 0.0071 -0.0400 0.14
C 0.23719 -0.29377 -1.09043 -0.4324 -0.4851 -0.3858 -0.12
O 1.10647 -1.18395 -0.82222 0.4094 0.7566 0.0695 -0.20
K -3.85590 0.35027 1.31877 0.6130 0.1847 -0.1902 0.96
P 1.08974 -0.93624 0.95650 -0.3309 -0.3205 0.1963 1.09
H 2.33522 -0.25300 1.04546 -0.0834 -0.0819 -0.1952 -0.06
```
Forces are in eV/Å.

Calculated values
F_max = 0.9 eV/A
Total charge = +1
Kohn-Sham gap = 7.92 eV
ΔE to the lowest compared entry with this formula, charge and spin = 38.06 kcal/mol

This record from the Open Molecules 2025 dataset describes a molecular structure, C40H33N5O9ReS2. The level of theory is wB97M-V/def2-TZVPD.

The geometry in XYZ format:
```
90
Properties=species:S:1:pos:R:3:forces:R:3:mulliken_spin:R:1
Re 0.31790 0.07748 -0.18408 -0.6390 0.5481 -0.5220 0.70
C -4.80745 -0.43456 -5.18906 -0.0228 0.0018 -0.0177 0.00
C -3.55052 -0.18691 -4.40320 0.0588 -0.0013 -0.0175 0.02
C -2.28854 -0.30064 -4.98647 -0.0733 0.0032 0.0226 -0.01
C -1.13516 -0.13345 -4.25543 0.0670 0.0362 0.0933 0.02
C -1.14738 0.19373 -2.88085 -0.1245 -0.1451 -0.0470 0.03
N 0.01920 0.36852 -2.16203 -0.0561 0.1098 0.0251 0.07
C 1.23060 0.27152 -2.90251 0.1652 -0.0937 0.0285 0.02
C 1.67665 1.28596 -3.73581 -0.0239 -0.0462 0.0213 0.01
C 2.86849 1.16069 -4.42808 0.0145 -0.0445 0.0192 0.00
C 3.66546 0.03173 -4.26807 -0.0075 0.0400 -0.0094 0.00
C 4.99844 -0.07655 -4.95535 0.0225 -0.0065 -0.0171 0.00
C 3.23928 -0.96868 -3.40519 -0.0849 -0.0071 0.0485 0.00
C 2.02172 -0.86521 -2.73776 0.1550 0.2326 -0.1073 -0.02
N 1.58717 -1.90409 -1.91111 -0.4455 -0.0944 0.1121 -0.01
C 1.83224 -3.23301 -2.05460 0.0501 -0.1403 -0.0091 0.00
C 1.24720 -3.95627 -1.09246 0.0586 0.0137 -0.0393 -0.01
C 0.57658 -3.01481 -0.18001 -0.2375 -0.1121 0.1015 -0.01
N 0.74660 -1.71403 -0.77508 0.5052 0.3524 -0.0047 0.03
C -2.42612 0.31613 -2.31355 0.0595 -0.0134 -0.1087 0.00
C -3.58723 0.10677 -3.05541 0.0197 -0.0091 -0.0209 -0.01
N -2.59040 0.64099 -0.94121 0.0266 0.0045 0.0413 -0.01
C -3.66217 1.20024 -0.36748 0.0340 -0.0274 0.0379 0.01
C -3.52948 1.09062 1.00517 0.0113 0.0027 -0.0321 0.00
C -2.31201 0.46325 1.19787 -0.0705 0.0818 -0.0721 0.02
N -1.73671 0.19310 0.01461 0.0941 -0.2386 0.2176 -0.01
H -4.70155 -0.08375 -6.21561 -0.0028 0.0019 -0.0038 0.00
H -5.66115 0.07784 -4.74581 -0.0039 -0.0039 0.0057 0.00
H -5.04447 -1.49995 -5.22960 0.0010 -0.0022 -0.0026 0.00
H -2.20633 -0.54674 -6.03866 -0.0046 0.0018 -0.0113 0.00
H -0.18282 -0.25202 -4.74950 0.0187 0.0084 0.0045 0.00
H 1.07474 2.17915 -3.84686 -0.0106 0.0012 0.0177 0.00
H 3.19621 1.96260 -5.07732 0.0093 0.0051 -0.0022 0.00
H 5.02613 0.53484 -5.85655 -0.0004 0.0043 -0.0021 0.00
H 5.22094 -1.10653 -5.23475 0.0012 -0.0045 0.0030 0.00
H 5.79796 0.26809 -4.29664 0.0060 0.0032 0.0022 0.00
H 3.87289 -1.82953 -3.22936 0.0032 -0.0125 0.0021 0.00
H 2.42072 -3.56854 -2.89279 -0.0060 -0.0108 -0.0032 0.00
H 1.26042 -5.02263 -0.96356 -0.0097 -0.0092 -0.0078 0.00
H -0.47510 -3.20800 0.02256 0.0250 -0.0435 -0.0217 0.00
H -4.54592 0.15147 -2.55477 -0.0024 0.0068 0.0267 0.00
H -4.44035 1.64072 -0.96412 -0.0035 -0.0012 -0.0207 0.00
H -4.21381 1.44493 1.75412 -0.0024 0.0074 0.0086 0.00
H -1.77881 0.22476 2.10109 -0.0109 -0.0058 0.0146 0.01
O -0.31284 2.32581 0.43089 0.1917 -0.2866 -0.0373 0.02
C 0.60470 3.34335 -0.00760 0.1710 0.1015 0.0446 -0.01
C 1.78406 2.61376 -0.71037 -0.3350 -0.1600 -0.0724 0.03
O 2.56534 3.18006 -1.42736 0.0537 0.1694 0.0834 0.01
O 1.84765 1.33342 -0.41580 0.0400 -0.0981 0.0711 0.02
C -0.16163 4.23608 -0.96977 -0.0156 0.0255 -0.0517 0.01
C -0.74607 3.65177 -2.09077 -0.0114 -0.0516 -0.0010 -0.01
C -1.49691 4.40627 -2.97531 0.0110 -0.0062 0.0279 0.00
C -1.66756 5.76694 -2.75208 -0.0111 0.0165 -0.0067 0.00
C -1.08549 6.35510 -1.64164 -0.0071 0.0237 -0.0199 0.00
C -0.33775 5.59462 -0.75056 0.0258 -0.0018 -0.0138 0.00
C 1.14202 4.10175 1.20267 0.0862 0.0842 -0.0882 -0.01
C 2.32705 4.83131 1.11449 -0.0785 -0.0872 0.0283 0.00
C 2.79157 5.54387 2.20690 0.0046 -0.0054 0.0236 0.00
C 2.08237 5.54225 3.40023 0.0140 0.0206 -0.0031 0.00
C 0.89657 4.83386 3.48623 -0.0256 -0.0164 0.0159 0.00
C 0.42463 4.12319 2.39087 -0.0544 0.0419 0.1078 0.00
H -0.04855 2.08481 1.34686 -0.0247 0.0151 -0.0203 0.00
H -0.60917 2.59153 -2.26464 -0.0095 0.0591 0.0077 0.02
H -1.94418 3.93080 -3.83955 -0.0024 0.0016 -0.0132 0.00
H -2.24863 6.36434 -3.44293 -0.0007 0.0017 0.0002 0.00
H -1.20980 7.41509 -1.46134 -0.0070 0.0056 -0.0024 0.00
H 0.10900 6.07250 0.11097 -0.0042 -0.0197 0.0002 0.00
H 2.88118 4.83422 0.18769 0.0372 -0.0156 -0.0479 0.00
H 3.71788 6.09766 2.12681 0.0027 -0.0002 -0.0024 0.00
H 2.45279 6.09196 4.25578 -0.0017 0.0016 -0.0014 0.00
H 0.32794 4.82876 4.40716 0.0069 0.0100 0.0076 0.00
H -0.52041 3.60065 2.48599 0.0358 0.0165 -0.0339 0.00
O 1.22767 -3.14601 1.20287 0.0439 0.0273 -0.0298 0.00
S 0.23437 -2.76386 2.34010 -0.0847 -0.1533 0.1319 0.01
O -0.46916 -3.92455 2.79418 0.0563 0.0008 -0.0542 0.00
O -0.56842 -1.66734 1.85198 -0.0444 0.0700 0.0831 0.02
C 1.25795 -2.21913 3.68739 -0.0163 0.0121 -0.0480 -0.01
C 1.32750 -3.09596 4.75827 -0.0364 -0.1059 0.0473 0.00
C 2.01452 -2.74657 5.91271 0.0087 0.0504 -0.0167 0.00
C 2.62167 -1.50784 6.00099 -0.0327 -0.0241 -0.0527 0.00
C 2.55763 -0.62770 4.92766 0.0224 0.0027 0.0163 0.00
C 1.88133 -0.97029 3.76904 0.0820 0.0904 -0.0489 0.00
S 1.96989 0.20263 2.42141 0.0422 0.0590 0.0676 0.01
O 0.59867 0.75567 2.24657 -0.0514 -0.0276 0.0004 0.01
O 2.95195 1.17349 2.79855 -0.0312 -0.0072 0.0308 0.00
O 2.23696 -0.61304 1.24225 0.3890 -0.2407 0.1363 0.01
H 0.82613 -4.04977 4.68530 0.0020 -0.0001 -0.0130 0.00
H 2.06451 -3.44574 6.73620 -0.0029 -0.0007 0.0039 0.00
H 3.15550 -1.22055 6.89676 0.0074 -0.0017 0.0056 0.00
H 3.05275 0.33214 4.96647 -0.0095 0.0095 -0.0162 0.00
```
Forces are in eV/Å.

Calculated values
F_max = 1.0 eV/A
2S+1 = 2
Total charge = 0
Kohn-Sham gap (spin up / spin down) = 6.36 / 6.61 eV
ΔE to the lowest compared entry with this formula, charge and spin = 62.73 kcal/mol

This record from the Open Molecules 2025 dataset describes a molecular structure, C26H29AsBeCl3O2PS. The level of theory is wB97M-V/def2-TZVPD.

The geometry in XYZ format:
```
64
Properties=species:S:1:pos:R:3:forces:R:3:lowdin_charge:R:1
Be 0.73400 0.41740 -0.02695 0.0578 -0.0260 -0.0990 -0.27
S 1.39946 -0.15079 -1.91496 -0.0295 -0.0403 0.0926 0.70
C 1.28637 -1.91433 -1.91421 0.0050 -0.0035 0.0489 -0.67
C 1.32131 -2.60212 -3.13051 0.0093 0.0170 -0.0279 -0.12
C 1.27542 -3.98523 -3.16654 -0.0006 -0.0030 0.0086 -0.09
C 1.19296 -4.72670 -1.99322 0.0034 0.0044 0.0066 -0.09
C 1.15450 -4.06210 -0.77772 0.0047 -0.0220 -0.0253 -0.11
C 1.20161 -2.67352 -0.73717 -0.0213 0.0946 -0.0056 -0.42
As 1.11334 -1.65265 0.88946 0.1501 -0.0500 -0.0841 1.38
C 0.27570 -2.89113 2.11783 -0.0092 0.0206 0.0051 -0.36
C -0.99747 -3.36082 1.80470 -0.0004 -0.0319 0.0041 -0.13
C -1.64343 -4.24438 2.65378 -0.0064 -0.0057 0.0087 -0.08
C -1.02297 -4.65970 3.82553 -0.0211 0.0002 -0.0152 -0.08
C 0.24456 -4.19535 4.13781 0.0302 0.0125 0.0188 -0.08
C 0.89808 -3.31277 3.28565 -0.0378 -0.0020 -0.0042 -0.09
C 2.94186 -1.54434 1.50724 -0.0924 0.0314 0.1235 -0.36
C 3.97887 -2.25124 0.91716 0.0072 -0.0204 -0.0417 -0.08
C 5.27771 -2.08065 1.37908 0.0058 -0.0198 -0.0202 -0.07
C 5.53899 -1.20722 2.42399 -0.0105 0.0254 0.0315 -0.08
C 4.50208 -0.49416 3.01287 0.0231 -0.0390 -0.0098 -0.08
C 3.20582 -0.66095 2.55236 0.0127 0.0040 -0.0116 -0.12
H 1.38591 -2.03418 -4.05002 -0.0040 -0.0034 0.0052 0.10
H 1.30145 -4.49145 -4.12358 0.0015 -0.0006 0.0022 0.10
H 1.15665 -5.80756 -2.02616 -0.0010 0.0044 -0.0007 0.10
H 1.08276 -4.62420 0.14626 -0.0014 -0.0035 0.0002 0.10
H -1.47990 -3.05146 0.88412 -0.0006 0.0096 -0.0037 0.09
H -2.63045 -4.61021 2.40114 0.0013 -0.0006 0.0025 0.11
H -1.52803 -5.34773 4.49107 0.0035 0.0006 -0.0021 0.10
H 0.73297 -4.52198 5.04691 0.0018 0.0025 -0.0031 0.10
H 1.89264 -2.96371 3.53159 0.0134 0.0159 -0.0016 0.10
H 3.77830 -2.92029 0.08874 0.0039 -0.0049 0.0122 0.10
H 6.08790 -2.62767 0.91430 -0.0003 0.0004 0.0006 0.10
H 6.55380 -1.07413 2.77628 -0.0007 0.0018 -0.0047 0.10
H 4.70154 0.20025 3.81890 0.0013 0.0022 -0.0066 0.10
H 2.40087 -0.09156 3.00609 -0.0139 -0.0193 0.0115 0.10
Cl 2.66256 2.95134 3.94212 -0.0112 0.0117 0.0276 0.62
C 2.34098 3.18392 2.21575 -0.0070 0.0254 0.0230 -1.50
Cl 1.52928 4.75020 1.96271 0.0189 -0.0251 0.0000 0.61
Cl 3.86449 3.16428 1.33717 -0.0215 -0.0199 -0.0170 0.63
C 1.33499 2.08658 1.74399 0.0624 -0.1042 0.0142 -0.80
O 0.33854 1.89761 2.41367 0.0079 0.0025 -0.0400 0.01
O 1.67374 1.49407 0.66289 -0.1005 0.1061 -0.0755 -0.16
C -2.45857 3.63370 -0.97239 -0.0059 0.0242 -0.0144 -0.14
C -1.15454 2.89794 -0.68050 -0.0332 -0.0200 0.0098 -0.37
P -1.31098 1.14100 -0.19686 0.0338 0.0488 0.0544 0.97
C -2.45340 1.15977 1.23351 0.0167 -0.0360 0.0185 -0.37
C -2.32419 -0.07160 2.12747 -0.0216 0.0152 0.0015 -0.15
C -2.22589 0.37042 -1.57526 -0.0418 0.0186 0.0077 -0.39
C -2.40849 -1.13716 -1.41686 0.0189 -0.0272 0.0083 -0.13
H -2.25712 4.68025 -1.20346 -0.0084 -0.0040 0.0001 0.07
H -3.13211 3.61065 -0.11478 0.0029 -0.0014 0.0030 0.07
H -2.98363 3.20502 -1.82658 0.0076 -0.0057 0.0046 0.06
H -0.61626 3.38148 0.13924 0.0022 0.0054 -0.0116 0.06
H -0.48741 2.92127 -1.54656 0.0031 0.0025 0.0036 0.09
H -3.47593 1.28307 0.86703 -0.0049 0.0053 0.0113 0.09
H -2.19270 2.04861 1.81056 0.0052 0.0205 -0.0189 0.08
H -2.59930 -0.98708 1.60463 -0.0011 -0.0108 0.0049 0.04
H -2.97238 0.01857 3.00000 -0.0098 0.0024 -0.0096 0.08
H -1.29893 -0.17389 2.48149 0.0010 0.0062 0.0113 0.05
H -1.63800 0.57885 -2.47217 -0.0003 0.0036 -0.0063 0.07
H -3.19292 0.86818 -1.68037 0.0038 -0.0058 -0.0213 0.08
H -1.44438 -1.63966 -1.31122 0.0004 0.0094 -0.0019 0.05
H -2.90073 -1.55569 -2.29512 0.0006 -0.0028 0.0007 0.08
H -3.02369 -1.37939 -0.54875 -0.0029 0.0037 -0.0038 0.06
```
Forces are in eV/Å.

Calculated values
F_max = 0.2 eV/A
Total charge = 0
Kohn-Sham gap = 8.25 eV
ΔE to the lowest compared entry with this formula, charge and spin = 0.00 kcal/mol

This record from the Open Molecules 2025 dataset describes 2 unconnected molecules or ions with the total composition C2H5FN2O. The level of theory is wB97M-V/def2-TZVPD.

The geometry in XYZ format:
```
11
Properties=species:S:1:pos:R:3:forces:R:3:lowdin_charge:R:1
C -0.20584 0.45403 -0.61933 1.0546 -0.1284 1.1619 -0.58
C 0.64464 -0.08732 0.43160 -1.0783 0.3638 -0.8708 -0.34
N -0.96634 1.52883 -0.27148 -0.4823 0.4747 0.0576 0.15
N 1.46240 -1.11029 0.16881 0.5465 -0.3564 0.0479 0.17
O -0.11685 -0.00744 -1.74870 -0.2017 -0.2706 -0.5795 0.01
F 0.67394 0.41887 1.66445 0.0262 0.0800 0.2331 0.08
H -2.03996 -1.67780 0.45852 0.0186 0.0097 0.0234 0.08
H -1.14471 1.71235 0.70110 0.0122 -0.0076 -0.0391 0.09
H -1.66694 1.83114 -0.92936 0.0937 -0.0921 0.0163 0.11
H 1.36170 -1.51046 -0.75164 0.1200 -0.0451 0.1009 0.11
H 1.99797 -1.55192 0.89603 -0.1096 -0.0280 -0.1517 0.11
```
Forces are in eV/Å.

Calculated values
F_max = 1.6 eV/A
Total charge = 0
Kohn-Sham gap (spin up / spin down) = 10.45 / 6.74 eV
ΔE to the lowest compared entry with this formula, charge and spin = 67.04 kcal/mol

This record from the Open Molecules 2025 dataset describes a gas-phase ion, C5H5O2 (charge +1). The level of theory is wB97M-V/def2-TZVPD.

The geometry in XYZ format:
```
12
Properties=species:S:1:pos:R:3:forces:R:3:lowdin_charge:R:1
C -0.93445 -0.79475 -0.79905 -3.3269 0.9188 -3.1504 0.10
C -0.27498 -1.67314 -0.01310 1.2153 1.9861 -0.3697 0.15
C 1.68485 1.36049 0.06520 0.0736 -0.5999 -0.4562 -0.25
C -0.55181 0.57272 -0.18571 -2.0370 0.7712 1.4017 -0.19
C -0.38797 -0.54499 0.81383 0.5141 -0.9651 0.2239 0.11
O 0.50467 1.35547 -0.58246 -0.9221 -0.6778 -1.2208 0.03
O 1.94975 0.59366 0.94286 0.2573 0.8544 -0.3124 0.14
H -1.91372 -0.98188 -1.46386 2.3138 0.3600 1.5341 0.22
H -0.08963 -2.71231 -0.03532 -0.0551 -0.8836 0.4739 0.15
H 2.15734 2.14082 -0.55996 1.2459 -0.1686 1.2085 0.18
H -1.38592 1.37158 0.01847 1.0735 -2.1226 -0.3394 0.22
H -0.75811 -0.68765 1.79911 -0.3523 0.5270 1.0069 0.16
```
Forces are in eV/Å.

Calculated values
F_max = 4.7 eV/A
Total charge = +1
Kohn-Sham gap = 10.34 eV
ΔE to the lowest compared entry with this formula, charge and spin = 38.27 kcal/mol

This record from the Open Molecules 2025 dataset describes 2 unconnected molecules or ions with the total composition C2H6O2. The level of theory is wB97M-V/def2-TZVPD.

The geometry in XYZ format:
```
10
Properties=species:S:1:pos:R:3:forces:R:3:lowdin_charge:R:1
C -0.43020 -0.65611 0.02149 1.6529 -0.5127 0.1145 -0.26
C 0.88659 -0.68520 0.39422 -1.2291 -2.2187 -0.8439 -0.05
O 0.00928 1.94350 0.43589 1.9178 -1.5193 1.4751 -0.20
O -0.78288 -0.34343 -1.24009 -0.5284 -0.0081 0.1556 0.02
H -1.74967 -0.38796 -1.32515 0.4478 0.1667 0.0103 0.12
H -0.14476 2.04865 -0.51880 0.7438 -0.6130 0.5536 0.01
H -1.24574 -0.88892 0.69411 0.0177 0.1389 0.1575 0.12
H 1.13177 -1.34320 1.22395 -0.1710 0.6572 0.4505 0.06
H 1.61192 -0.79783 -0.40836 0.0057 0.7234 -0.0354 0.07
H 0.71370 1.11049 0.72274 -2.8572 3.1856 -2.0378 0.10
```
Forces are in eV/Å.

Calculated values
F_max = 4.7 eV/A
SMILES = C=CO.O
Total charge = 0
Kohn-Sham gap = 9.74 eV
ΔE to the lowest compared entry with this formula, charge and spin = 47.56 kcal/mol

Among the records above, which one has the lowest F_max? C26H29AsBeCl3O2PS